{"formula": "C53H132F3N9O20S", "method": "ωB97M-V/def2-TZVPD", "lumo_ev": 0.40, "e_homo_ev": -7.85, "homo_lumo_gap_ev": 8.251, "e_tot_ha": -4793.46241, "symbols": ["C", "C", "C", "O", "C", "N", "H", "H", "H", "H", "H", "H", "H", "H", "H", "H", "H", "H", "C", "F", "F", "F", "S", "O", "O", "O", "C", "O", "C", "C", "N", "C", "C", "O", "C", "H", "H", "H", "H", "H", "H", "H", "H", "H", "H", "H", "H", "H", "H", "H", "C", "O", "C", "C", "N", "C", "C", "O", "C", "H", "H", "H", "H", "H", "H", "H", "H", "H", "H", "H", "H", "H", "H", "H", "C", "O", "C", "C", "N", "C", "C", "O", "C", "H", "H", "H", "H", "H", "H", "H", "H", "H", "H", "H", "H", "H", "H", "H", "C", "O", "C", "C", "N", "C", "C", "O", "C", "H", "H", "H", "H", "H", "H", "H", "H", "H", "H", "H", "H", "H", "H", "H", "C", "O", "C", "C", "N", "C", "C", "O", "C", "H", "H", "H", "H", "H", "H", "H", "H", "H", "H", "H", "H", "H", "H", "H", "C", "O", "C", "C", "N", "C", "C", "O", "C", "H", "H", "H", "H", "H", "H", "H", "H", "H", "H", "H", "H", "H", "H", "H", "C", "O", "C", "C", "N", "C", "C", "O", "C", "H", "H", "H", "H", "H", "H", "H", "H", "H", "H", "H", "H", "H", "H", "H", "C", "O", "C", "C", "N", "C", "C", "O", "C", "H", "H", "H", "H", "H", "H", "H", "H", "H", "H", "H", "H", "H", "H", "H"], "xyz": [[18.2228, 17.7516, 13.7082], [17.2144, 16.7185, 14.1364], [16.8995, 16.8484, 15.5547], [15.8125, 16.2032, 16.1564], [16.0963, 15.4003, 17.2791], [15.9292, 16.8995, 13.2671], [15.5489, 17.8542, 13.5384], [16.2647, 16.8956, 12.2565], [15.1691, 16.2138, 13.4708], [17.7343, 18.6859, 13.5418], [18.7370, 17.4308, 12.8759], [19.0180, 17.7744, 14.5425], [17.5568, 15.7314, 13.8181], [16.7607, 17.9379, 15.7364], [17.8188, 16.4761, 16.0458], [15.2374, 14.7672, 17.7320], [16.4011, 15.9913, 18.1843], [16.8791, 14.6589, 17.1082], [19.9313, 20.4976, 10.5757], [20.9309, 21.3054, 10.9017], [19.0966, 20.4478, 11.6473], [19.2258, 21.0125, 9.5864], [20.6343, 18.8314, 10.1998], [21.8542, 19.1076, 9.5001], [20.6828, 18.2032, 11.5417], [19.6294, 18.2050, 9.3560], [14.4087, 13.6822, 12.5612], [14.3095, 14.6490, 13.5999], [13.9265, 14.0764, 14.8286], [13.1088, 15.0185, 15.6832], [11.8006, 15.0821, 15.0911], [10.7255, 15.6891, 15.8822], [9.4679, 15.7495, 15.0163], [9.8548, 16.6128, 13.9752], [8.9409, 16.7087, 12.8966], [15.0908, 12.9103, 12.7731], [14.6944, 14.1732, 11.6729], [13.4153, 13.1673, 12.3717], [14.7731, 13.5813, 15.3800], [13.2526, 13.2069, 14.5449], [13.6167, 15.9323, 15.7015], [12.9698, 14.5348, 16.5756], [11.9144, 15.7501, 14.3128], [11.1185, 16.6720, 16.1697], [10.5099, 15.0425, 16.7648], [8.6319, 16.2160, 15.5050], [9.3464, 14.7605, 14.5590], [7.9920, 17.1163, 13.2165], [8.7122, 15.7384, 12.3522], [9.4155, 17.4243, 12.2342], [17.3952, 13.7242, 20.7674], [16.9638, 13.0647, 19.5840], [17.3409, 11.6848, 19.5293], [16.9213, 11.0194, 18.3127], [15.4984, 10.7702, 18.3348], [14.6730, 11.9492, 18.1437], [13.3627, 11.6084, 17.4522], [13.6669, 11.1922, 16.1388], [12.6359, 10.4149, 15.4637], [16.8141, 13.4592, 21.7030], [17.2863, 14.7969, 20.4962], [18.4365, 13.5913, 20.9704], [16.9143, 11.0880, 20.3515], [18.4245, 11.6326, 19.6352], [17.4515, 10.0481, 18.2956], [17.2681, 11.5932, 17.3914], [15.2438, 10.1294, 17.5702], [15.1356, 12.6741, 17.4369], [14.5290, 12.4558, 19.1356], [12.7551, 12.5769, 17.4787], [12.7747, 10.7677, 17.9242], [11.7256, 10.9660, 15.3654], [12.3361, 9.4533, 15.9211], [13.0221, 10.2415, 14.4697], [21.4357, 17.5129, 15.6513], [21.1845, 18.7142, 15.0126], [22.3225, 19.0276, 14.2702], [21.9441, 20.2560, 13.4322], [22.1144, 21.4920, 14.2451], [21.2515, 22.5902, 13.7924], [21.2779, 23.7384, 14.7763], [20.3653, 23.7123, 15.8423], [20.8051, 22.9943, 16.9461], [21.4893, 16.6420, 14.9126], [20.6505, 17.3720, 16.3299], [22.3453, 17.4523, 16.2138], [22.5778, 18.2576, 13.5701], [23.2080, 19.2798, 14.8648], [20.8931, 20.1460, 13.2575], [22.5417, 20.3082, 12.4960], [21.8840, 21.2358, 15.1748], [20.2621, 22.2747, 13.6296], [21.7601, 22.9493, 12.9126], [21.0560, 24.7184, 14.4224], [22.2280, 23.8424, 15.2511], [20.7898, 21.8932, 16.7206], [20.0009, 23.1806, 17.6898], [21.7781, 23.2586, 17.2829], [22.3638, 11.4766, 13.2242], [21.6981, 12.6180, 12.8212], [22.6130, 13.7421, 12.6063], [21.9561, 14.8634, 11.9271], [22.6165, 16.1665, 12.0909], [23.8982, 16.4426, 11.4757], [23.8346, 16.5013, 9.9719], [23.9088, 15.2263, 9.4182], [23.6374, 15.4147, 8.0594], [22.6874, 10.9005, 12.3327], [21.7529, 10.8934, 13.9042], [23.2287, 11.7316, 13.8383], [23.4093, 13.4369, 11.9357], [23.0877, 14.1229, 13.5227], [20.9952, 15.0498, 12.3357], [21.9124, 14.6124, 10.8314], [21.9505, 16.8354, 11.7224], [24.5758, 15.5957, 11.7098], [24.2418, 17.4405, 11.7784], [24.6841, 17.0569, 9.5427], [22.8563, 16.9033, 9.6718], [24.3744, 16.1133, 7.6298], [22.6460, 15.7931, 8.0081], [23.7305, 14.4776, 7.5349], [20.0027, 14.5090, 14.8814], [19.7636, 14.9948, 16.2439], [19.5123, 13.9764, 17.1863], [20.6294, 13.7912, 18.2374], [20.5869, 14.9629, 19.1250], [21.4334, 14.8407, 20.2587], [22.8829, 14.6472, 20.0685], [23.4308, 15.9624, 19.7152], [24.8327, 15.9023, 19.4057], [21.0982, 14.3224, 14.7272], [19.7255, 15.2958, 14.1770], [19.4212, 13.5669, 14.7739], [19.2264, 13.0601, 16.6491], [18.6322, 14.3120, 17.7646], [21.5189, 13.6972, 17.5544], [20.4300, 12.8553, 18.8162], [20.5896, 15.8539, 18.6661], [21.1081, 13.9851, 20.8497], [21.3898, 15.7198, 20.8772], [23.1805, 13.9241, 19.2987], [23.3331, 14.3518, 21.0583], [25.4228, 15.5172, 20.2127], [25.0710, 16.9741, 19.2564], [25.1245, 15.2802, 18.5542], [17.4233, 23.3203, 13.8967], [17.1675, 22.5753, 15.0633], [17.9920, 21.4658, 15.2351], [17.7350, 20.9145, 16.5703], [18.3951, 19.5950, 16.6113], [18.4020, 18.8686, 17.8403], [19.4475, 19.3044, 18.8376], [19.1459, 20.5961, 19.3423], [20.2489, 21.1212, 20.0925], [18.3530, 23.8773, 14.0831], [16.6149, 23.9960, 13.7982], [17.4584, 22.6485, 12.9902], [19.0948, 21.6424, 15.1246], [17.8639, 20.6992, 14.4361], [16.6563, 20.6524, 16.7216], [18.0119, 21.6874, 17.2796], [19.3879, 19.6729, 16.2746], [18.5789, 17.7716, 17.6691], [17.3969, 18.9107, 18.2743], [20.4559, 19.2663, 18.3026], [19.6046, 18.6275, 19.6901], [20.9082, 21.5502, 19.3923], [20.7173, 20.3760, 20.7702], [19.8585, 21.9497, 20.7742], [13.2177, 17.0164, 11.3318], [14.3723, 17.8523, 11.2720], [14.7939, 18.1909, 9.9690], [16.3876, 18.3649, 9.9515], [17.0996, 17.2377, 10.5496], [17.2040, 16.0368, 9.6748], [18.0171, 14.9133, 10.2604], [17.3479, 14.5161, 11.4312], [17.9660, 13.4007, 11.9945], [12.4627, 17.3849, 10.6977], [12.8959, 16.9949, 12.4150], [13.4546, 15.9724, 10.9978], [14.3501, 19.1490, 9.6364], [14.5427, 17.3570, 9.2860], [16.6922, 19.2699, 10.4661], [16.6503, 18.4955, 8.8920], [18.0265, 17.5068, 10.7193], [17.6511, 16.3786, 8.6724], [16.2046, 15.7066, 9.4627], [19.0352, 15.1754, 10.5773], [18.0760, 14.1206, 9.5339], [17.4038, 13.2554, 12.9069], [19.0776, 13.6358, 12.1731], [17.9149, 12.5163, 11.3777], [15.4784, 20.3941, 13.0718], [15.3309, 19.4184, 14.1046], [14.2036, 19.7433, 14.9670], [12.8652, 19.3269, 14.2218], [11.8460, 19.9257, 15.0682], [10.4252, 19.8427, 14.5571], [9.5146, 20.4326, 15.6431], [9.7125, 21.8448, 15.5506], [9.1578, 22.4291, 16.6865], [14.6608, 20.4144, 12.4540], [16.4191, 20.2078, 12.5519], [15.6217, 21.4109, 13.4663], [14.1708, 20.7807, 15.2737], [14.2627, 19.1857, 15.8610], [12.8189, 18.2292, 14.2402], [12.8773, 19.5303, 13.1415], [12.0886, 20.9256, 15.0280], [10.1339, 18.8177, 14.3347], [10.1340, 20.4402, 13.6631], [9.9639, 20.0805, 16.5600], [8.4473, 20.1828, 15.5765], [9.7471, 22.2762, 17.5758], [8.1503, 21.9716, 16.8379], [9.0856, 23.4919, 16.4672]], "forces_ev_per_a": [[0.68, -0.62, 3.18], [-2.03, -1.35, -2.79], [1.20, 1.21, 2.52], [-1.42, -1.15, -0.33], [-0.34, -0.72, 2.04], [0.85, 0.85, 0.87], [0.41, -0.79, -0.68], [-0.58, 0.05, 0.51], [0.94, -0.06, -0.30], [0.07, 0.82, 0.14], [1.03, -0.48, -2.09], [-1.28, 0.57, -1.27], [0.00, -0.15, 0.40], [0.39, -0.54, 0.14], [-0.16, 0.60, 0.05], [0.73, 1.34, -1.52], [0.05, -0.04, -0.85], [0.04, 0.15, -0.32], [0.01, -0.53, 0.82], [0.04, 0.66, -0.19], [-0.07, -0.09, -0.11], [0.00, 0.27, -0.55], [-1.26, -1.34, 0.32], [0.62, 0.22, 0.50], [0.35, 0.88, -1.32], [-0.28, 0.12, 0.17], [-2.36, 0.03, 0.32], [0.11, 0.04, -0.36], [-0.49, -2.58, 0.10], [-0.26, -1.19, -2.49], [-1.01, 0.92, -1.68], [0.44, -0.84, 0.61], [1.93, 0.30, -0.44], [-0.22, 0.24, -1.18], [0.30, -0.60, -0.26], [1.16, -0.93, 0.51], [0.48, 0.65, -0.93], [0.78, 0.69, 0.35], [-0.32, 0.82, -0.53], [0.56, 0.86, 0.63], [0.68, 1.61, 0.75], [0.20, -0.74, 2.73], [-0.38, -0.77, 0.06], [-0.87, 0.25, 0.49], [0.28, 0.57, -0.35], [-0.72, -0.41, 0.53], [-0.66, -0.10, 0.51], [-0.44, 0.19, 0.24], [0.59, 0.85, 0.70], [-0.16, -0.05, -0.42], [-1.22, 0.95, -0.19], [0.03, -0.73, 0.34], [0.81, 0.94, 1.93], [0.06, -0.49, -2.24], [-0.63, -0.78, -0.99], [-0.14, 0.46, 0.26], [-1.20, 0.17, 0.73], [-0.71, -0.96, -0.65], [0.85, 0.35, 0.50], [0.36, 0.19, -1.11], [-0.12, -0.56, 0.64], [0.90, -0.42, 0.02], [-0.04, 0.44, 0.19], [0.33, 0.00, 0.00], [-0.29, 0.34, -0.08], [-0.37, -0.41, 0.80], [0.37, 0.31, 0.47], [0.10, -0.20, 0.49], [-0.12, -0.29, -1.03], [0.32, -1.29, -0.24], [0.54, 0.95, 0.07], [-0.65, 0.75, -0.01], [0.70, 0.33, 0.26], [0.13, -0.18, -0.18], [-0.15, -1.92, -1.15], [0.69, 0.14, 0.50], [0.17, 2.25, -1.79], [1.00, 0.55, 0.85], [0.30, -0.33, -0.89], [2.23, 0.37, 0.98], [-0.17, 0.48, 0.64], [-0.69, -0.23, 0.18], [-2.39, -1.51, 0.15], [-0.18, 1.10, 0.76], [-1.29, -0.60, 0.94], [0.91, 0.45, 0.37], [0.05, -0.90, -0.17], [-0.10, -0.21, 0.41], [-0.56, -0.29, -0.79], [-0.51, 0.03, 0.59], [-0.29, -0.18, 0.98], [-1.44, -0.29, -0.70], [-0.42, 0.22, -0.78], [-0.01, 0.55, -1.51], [1.33, -0.19, -0.10], [0.09, 0.58, 0.39], [0.86, -0.26, 0.04], [0.95, 0.49, 0.39], [0.91, -0.53, -0.01], [0.07, 2.27, -0.19], [0.50, -1.21, 0.35], [0.39, 1.18, -2.23], [-0.24, -0.12, 0.78], [0.00, -0.94, -0.53], [-0.01, 0.26, 0.25], [0.31, -1.11, -0.06], [1.04, -0.57, -0.18], [-0.06, -0.04, 0.59], [-0.50, -0.28, -0.28], [0.39, 0.00, -0.13], [0.43, -0.53, 0.06], [-0.28, -0.46, 0.29], [-1.19, -0.16, 0.16], [-0.54, 0.03, 0.76], [-0.02, 0.26, 0.33], [0.18, 0.86, 0.27], [0.18, -0.45, 0.50], [-0.36, 0.51, 0.18], [0.43, 0.63, 0.03], [-0.35, 0.03, -0.08], [-0.98, 0.51, -0.73], [-0.08, -0.42, -0.11], [0.75, -0.27, 1.36], [0.34, -0.11, -1.14], [-1.06, 0.00, 0.88], [-0.58, 0.68, -1.70], [-0.32, -1.40, -0.44], [-0.16, -0.33, 0.59], [2.27, 1.21, 0.18], [0.48, -1.72, -0.23], [-0.84, 1.35, -0.07], [-0.96, -0.10, 0.18], [-0.27, -0.17, 0.16], [0.40, 0.67, -0.44], [0.30, -0.09, 0.34], [0.23, -0.29, -0.19], [0.01, -0.11, 1.16], [0.36, 0.73, -0.36], [0.33, 0.14, -0.36], [-0.37, -0.11, 0.23], [-0.50, 0.46, 0.38], [-0.17, -0.02, 0.11], [-0.25, 0.05, -0.84], [0.23, -0.14, 0.95], [0.33, -0.77, -0.19], [-0.55, 0.18, -0.36], [1.02, -1.01, -0.01], [-0.34, 0.04, -0.03], [1.01, -0.61, -1.78], [-1.02, -1.86, 0.64], [1.81, 0.74, -0.61], [-0.29, -1.05, 0.75], [1.25, 0.19, -0.12], [0.57, -0.22, 0.44], [-1.94, 0.44, 1.61], [-0.06, -0.11, -0.65], [-0.80, 0.79, -0.23], [0.28, 0.70, 0.70], [-0.73, 0.62, 0.35], [-0.54, 0.30, 0.33], [0.56, 0.65, -0.19], [0.25, -0.21, 0.63], [-1.20, -0.06, 0.20], [-0.03, 0.77, -0.13], [0.04, 0.12, 0.14], [-0.89, 0.42, 0.38], [-0.43, -0.24, -0.07], [1.37, 0.41, -0.61], [-0.13, 0.19, -0.62], [0.36, -1.03, -1.00], [1.37, -0.86, 1.39], [-0.43, -0.02, 0.21], [1.84, -0.20, -0.02], [-1.34, -0.62, -0.41], [-1.64, -1.34, -0.17], [0.89, 2.08, -1.38], [-0.23, 1.05, 0.61], [-0.49, -0.24, -0.34], [1.41, 0.79, 0.80], [-1.25, 0.59, -0.65], [0.18, -0.04, -1.30], [-0.08, 0.70, 0.31], [-0.01, -0.48, -0.02], [-0.05, 0.48, 0.03], [-0.11, 0.12, 0.17], [0.09, 0.06, 0.02], [1.63, 0.75, 0.24], [-0.39, -0.62, 1.18], [-0.55, -0.46, -0.06], [0.07, 0.37, -0.50], [0.03, -0.61, -0.36], [0.35, -0.44, 0.51], [-1.41, -0.53, 0.08], [-0.12, -0.39, -0.41], [2.35, 0.64, 1.69], [-0.59, 1.23, 0.91], [-0.72, -0.86, -2.72], [1.23, -0.39, 1.19], [-1.43, 0.85, -1.70], [-0.54, 0.33, 0.34], [1.52, 0.07, -0.93], [-0.03, -0.88, 0.00], [-1.19, 0.37, -0.37], [-1.89, -0.22, -1.82], [-0.24, -0.41, -0.22], [-0.22, -0.30, 0.42], [0.30, 0.51, -0.36], [0.36, -0.91, 0.90], [-0.18, 0.05, 0.36], [-0.12, 0.67, 0.19], [-0.48, -0.37, 0.44], [0.37, -0.14, 0.24], [0.95, -0.21, 0.08], [-0.31, -0.17, 0.77], [0.17, -0.04, -0.14], [0.38, -0.16, 0.45], [0.40, 0.65, 0.21], [-0.21, 0.09, 0.28]], "lowdin_charge": [-0.005, -0.287, -0.208, -0.173, -0.101, 0.207, 0.107, 0.113, 0.111, 0.061, 0.034, 0.114, 0.127, 0.128, 0.116, 0.101, 0.100, 0.062, -0.666, 0.124, 0.079, 0.149, 0.492, -0.285, -0.333, -0.321, -0.077, -0.220, -0.210, -0.203, -0.056, -0.186, -0.204, -0.264, -0.101, 0.067, 0.057, 0.119, 0.126, 0.120, 0.093, 0.078, 0.097, 0.120, 0.129, 0.120, 0.128, 0.078, 0.109, 0.082, -0.097, -0.217, -0.252, -0.243, -0.053, -0.223, -0.232, -0.225, -0.075, 0.106, 0.093, 0.056, 0.136, 0.111, 0.134, 0.135, 0.115, 0.090, 0.136, 0.126, 0.136, 0.071, 0.092, 0.081, -0.124, -0.184, -0.223, -0.179, -0.033, -0.189, -0.212, -0.197, -0.128, 0.104, 0.046, 0.090, 0.088, 0.133, 0.079, 0.130, 0.056, 0.075, 0.121, 0.117, 0.110, 0.085, 0.105, 0.081, -0.144, -0.199, -0.220, -0.219, -0.050, -0.178, -0.259, -0.192, -0.113, 0.099, 0.081, 0.082, 0.120, 0.127, 0.079, 0.136, 0.041, 0.128, 0.121, 0.131, 0.099, 0.097, 0.080, 0.085, -0.056, -0.222, -0.242, -0.172, -0.034, -0.261, -0.214, -0.206, -0.114, 0.088, 0.066, 0.092, 0.110, 0.091, 0.127, 0.125, 0.105, 0.113, 0.122, 0.116, 0.136, 0.067, 0.097, 0.083, -0.091, -0.173, -0.269, -0.181, -0.041, -0.233, -0.237, -0.198, -0.097, 0.088, 0.074, 0.099, 0.111, 0.112, 0.134, 0.109, 0.111, 0.107, 0.129, 0.137, 0.116, 0.047, 0.093, 0.111, -0.073, -0.242, -0.176, -0.155, -0.059, -0.161, -0.205, -0.214, -0.110, 0.069, 0.087, 0.094, 0.126, 0.115, 0.096, 0.118, 0.046, 0.144, 0.103, 0.125, 0.123, 0.075, 0.099, 0.088, -0.068, -0.233, -0.129, -0.194, -0.039, -0.169, -0.232, -0.197, -0.132, 0.054, 0.079, 0.087, 0.119, 0.107, 0.095, 0.110, 0.112, 0.085, 0.127, 0.112, 0.124, 0.082, 0.095, 0.089]}